Record 1
DFT (wB97M-V/def2-TZVPD) results for C23H62AsF6O22S8 as an isolated structure.

Results
**Max |F|**: 4.8 eV Å⁻¹
**Energy relative to the best compared isomer or geometry (same formula, charge and spin)**: 131.7 kcal/mol
**Total charge**: -1
**HOMO energy**: -0.2613 Ha
**Energy**: -233724.4358 eV
**Orbital gap**: 8.93 eV

Atoms and positions in Å:
1 As 0.196 -0.529 0.830
2 F 1.105 0.930 1.510
3 F 0.595 -0.179 -0.855
4 F -0.663 -2.056 0.201
5 F -0.322 -0.946 2.493
6 F -1.325 0.420 0.649
7 F 1.639 -1.524 1.020
8 O -2.483 -3.441 -4.370
9 S -3.637 -2.648 -3.940
10 O -4.254 -1.734 -4.863
11 O -4.811 -3.763 -3.378
12 C -6.179 -3.234 -3.051
13 C -6.978 -3.192 -4.293
14 C -3.297 -1.831 -2.185
15 H -6.103 -2.206 -2.697
16 H -6.598 -3.805 -2.221
17 H -7.004 -4.175 -4.764
18 H -6.488 -2.665 -5.111
19 H -8.018 -2.918 -4.117
20 H -3.565 -0.776 -2.234
21 H -2.252 -2.038 -1.954
22 H -3.954 -2.322 -1.467
23 O -0.836 4.343 -3.199
24 S 0.385 3.742 -2.767
25 O 1.676 4.114 -3.396
26 O 0.578 3.861 -1.055
27 C -0.616 3.845 -0.257
28 C -0.359 4.720 0.952
29 C 0.123 1.880 -2.836
30 H -0.760 2.920 0.301
31 H -1.493 4.226 -0.780
32 H 0.090 5.632 0.561
33 H 0.449 4.359 1.588
34 H -1.183 4.982 1.615
35 H 1.056 1.505 -2.416
36 H 0.035 1.672 -3.902
37 H -0.687 1.591 -2.165
38 O 7.097 3.267 -3.331
39 S 6.044 2.236 -3.552
40 O 6.294 1.027 -4.307
41 O 5.254 1.800 -2.099
42 C 4.486 0.530 -2.097
43 C 3.671 0.489 -0.794
44 C 4.561 3.087 -4.262
45 H 5.122 -0.347 -1.978
46 H 3.868 0.343 -2.976
47 H 2.961 1.307 -0.913
48 H 4.351 0.559 0.055
49 H 3.146 -0.460 -0.683
50 H 3.668 2.516 -4.516
51 H 4.925 3.881 -4.913
52 H 4.237 3.526 -3.318
53 O 1.752 -5.603 1.737
54 S 0.564 -6.036 0.971
55 O 0.373 -7.392 0.514
56 O -0.762 -5.546 1.790
57 C -0.881 -4.149 2.166
58 C -0.998 -4.120 3.701
59 C 0.423 -5.064 -0.582
60 H -1.742 -3.772 1.614
61 H 0.015 -3.601 1.875
62 H 0.037 -4.070 4.039
63 H -1.531 -5.025 3.990
64 H -1.384 -3.183 4.104
65 H -0.639 -5.013 -0.821
66 H 1.090 -5.459 -1.348
67 H 0.729 -4.082 -0.220
68 O 1.557 -2.102 -5.853
69 S 2.390 -1.032 -5.363
70 O 2.021 0.351 -5.176
71 O 2.868 -1.526 -3.780
72 C 2.347 -2.775 -3.295
73 C 0.805 -2.851 -3.075
74 C 4.184 -1.230 -6.057
75 H 2.751 -2.916 -2.292
76 H 2.674 -3.614 -3.909
77 H 0.408 -2.264 -2.247
78 H 0.350 -3.819 -2.865
79 H 0.160 -2.488 -3.875
80 H 4.278 -0.682 -6.994
81 H 4.453 -2.281 -5.943
82 H 4.932 -0.862 -5.354
83 O 5.478 3.395 4.104
84 S 4.377 2.398 4.341
85 O 4.550 1.515 5.478
86 O 3.013 3.304 4.416
87 C 2.681 4.227 3.461
88 C 1.837 5.421 3.883
89 C 4.129 1.424 2.818
90 H 2.081 3.591 2.810
91 H 3.583 4.652 3.019
92 H 2.422 6.104 4.498
93 H 1.029 5.214 4.585
94 H 1.399 6.013 3.079
95 H 4.791 0.574 2.982
96 H 4.254 1.932 1.862
97 H 3.063 1.231 2.702
98 O -6.408 0.057 1.694
99 S -4.957 0.017 1.506
100 O -4.445 0.081 0.131
101 O -4.262 1.088 2.508
102 C -4.797 1.373 3.758
103 C -5.679 2.612 3.509
104 C -4.361 -1.390 2.374
105 H -3.912 1.714 4.294
106 H -5.275 0.537 4.270
107 H -5.147 3.549 3.350
108 H -6.417 2.877 4.266
109 H -6.310 2.420 2.641
110 H -4.766 -1.408 3.386
111 H -3.281 -1.318 2.498
112 H -4.333 -2.267 1.726
113 C -1.044 1.555 4.170
114 S 0.121 1.668 5.559
115 O -0.965 1.571 6.597
116 C 0.947 -0.008 5.293
117 H -1.443 2.562 4.052
118 H -1.739 0.743 4.385
119 H -0.553 1.462 3.201
120 H 1.601 0.201 4.447
121 H 0.176 -0.721 5.001
122 H 1.590 -0.280 6.130

---

Record 2
DFT (wB97M-V/def2-TZVPD) results for C23H41CeN2P3Se as an isolated structure.

Results
**Max |F|**: 3.8 eV Å⁻¹
**Total charge**: +4
**HOMO energy (spin up / spin down)**: -0.7187 / -0.7187 Ha
**Energy**: -133591.3318 eV
**Orbital gap (spin up / spin down)**: 3.00 / 3.00 eV

Atoms and positions in Å:
1 Ce -0.226 -0.609 1.035
2 P 0.984 1.695 -0.917
3 P -2.344 1.523 0.594
4 P -1.216 -1.057 -1.844
5 H 2.444 -5.214 0.471
6 C 2.153 -4.759 -0.481
7 C 2.954 -3.862 -1.081
8 H 3.932 -3.599 -0.664
9 C 2.171 2.870 -0.148
10 C 0.227 2.879 -2.100
11 C 2.156 0.817 -2.036
12 C -3.929 1.071 1.423
13 C -1.941 3.018 1.586
14 C -3.109 2.353 -0.858
15 C -0.123 -2.331 -2.604
16 C -1.487 0.023 -3.310
17 C -2.821 -1.952 -1.904
18 H 1.150 -4.985 -0.863
19 H 2.643 -3.332 -1.988
20 H 3.095 2.350 0.134
21 H 1.728 3.310 0.755
22 H 2.397 3.664 -0.873
23 H -0.432 3.569 -1.552
24 H -0.348 2.354 -2.875
25 H 1.050 3.446 -2.561
26 H 2.921 0.301 -1.439
27 H 2.634 1.569 -2.683
28 H 1.632 0.074 -2.655
29 H -4.439 1.990 1.734
30 H -3.735 0.444 2.301
31 H -4.565 0.514 0.726
32 H -2.832 3.661 1.576
33 H -1.089 3.565 1.159
34 H -1.711 2.737 2.622
35 H -3.800 3.107 -0.459
36 H -3.680 1.625 -1.447
37 H -2.364 2.847 -1.491
38 H -0.757 -3.010 -3.190
39 H 0.422 -2.898 -1.838
40 H 0.600 -1.845 -3.270
41 H -2.062 -0.548 -4.057
42 H -0.529 0.327 -3.755
43 H -2.061 0.918 -3.028
44 H -2.905 -2.431 -2.890
45 H -3.648 -1.240 -1.780
46 H -2.864 -2.695 -1.095
47 C -2.552 -3.906 2.027
48 C -1.305 -4.563 2.047
49 C -1.226 -5.914 2.360
50 C -2.391 -6.650 2.593
51 C -3.637 -6.015 2.553
52 C -3.720 -4.662 2.255
53 Se -2.615 -2.062 1.773
54 H 1.065 -1.812 0.688
55 H -0.401 -3.983 1.870
56 H -0.249 -6.393 2.426
57 H -2.331 -7.715 2.785
58 H -4.551 -6.570 2.754
59 H -4.665 -4.135 2.243
60 N 2.313 3.966 4.472
61 C 2.687 3.018 3.887
62 C 3.006 1.852 3.096
63 C 4.318 1.470 2.782
64 C 4.496 0.380 1.935
65 C 3.384 -0.232 1.367
66 N 2.111 0.142 1.670
67 C 1.927 1.143 2.556
68 H 5.169 2.000 3.220
69 H 5.481 -0.004 1.694
70 H 3.493 -1.082 0.690
71 H 0.885 1.399 2.801

---

Record 3
DFT (wB97M-V/def2-TZVPD) results for C25H32N5O4PtSSb as an isolated structure.

Results
**Max |F|**: 2.6 eV Å⁻¹
**Energy relative to the best compared isomer or geometry (same formula, charge and spin)**: 21.1 kcal/mol
**Expectation value of S²**: 2.011
**Spin multiplicity**: 3
**HOMO energy (spin up / spin down)**: -0.2572 / -0.2887 Ha
**Energy**: -62702.0978 eV
**Orbital gap (spin up / spin down)**: 6.91 / 7.42 eV

Atoms and positions in Å:
1 Pt -1.199 -0.908 0.739
2 C -5.000 -4.324 0.525
3 N -4.659 -3.062 -0.104
4 C -4.664 -3.057 -1.552
5 C -3.890 -2.134 0.550
6 N -3.238 -1.176 -0.020
7 N -3.955 -2.188 1.928
8 C -3.081 -1.617 2.822
9 N -3.144 -2.187 4.074
10 N -2.402 -0.553 2.545
11 H -5.531 -4.940 -0.197
12 H -5.678 -4.167 1.367
13 H -4.107 -4.862 0.854
14 H -5.501 -3.662 -1.893
15 H -3.734 -3.455 -1.970
16 H -4.818 -2.044 -1.918
17 H -3.179 -1.231 -1.030
18 H -4.543 -2.909 2.317
19 H -3.433 -3.151 4.127
20 H -2.381 -1.974 4.695
21 H -1.848 -0.225 3.330
22 C 1.194 0.820 3.169
23 C 2.019 1.796 2.390
24 C 2.811 2.723 3.060
25 C 3.537 3.677 2.374
26 C 3.480 3.718 0.993
27 C 2.709 2.792 0.314
28 C 1.986 1.827 0.999
29 Sb 0.760 0.526 -0.254
30 C -0.052 2.391 -1.168
31 C -0.890 2.970 -0.225
32 C -1.439 4.223 -0.415
33 C -1.171 4.902 -1.591
34 C -0.365 4.318 -2.550
35 C 0.218 3.067 -2.349
36 C 1.090 2.487 -3.422
37 C 2.184 -0.436 -1.568
38 C 1.669 -0.836 -2.796
39 C 2.417 -1.627 -3.648
40 C 3.673 -2.056 -3.258
41 C 4.177 -1.676 -2.028
42 C 3.449 -0.863 -1.165
43 C 4.061 -0.426 0.131
44 H 1.589 0.700 4.175
45 H 1.178 -0.149 2.675
46 H 0.169 1.190 3.235
47 H 2.855 2.692 4.138
48 H 4.132 4.396 2.917
49 H 4.030 4.471 0.448
50 H 2.667 2.823 -0.766
51 H -1.118 2.411 0.684
52 H -2.067 4.669 0.344
53 H -1.597 5.881 -1.764
54 H -0.171 4.845 -3.476
55 H 1.521 3.278 -4.033
56 H 0.499 1.844 -4.075
57 H 1.888 1.888 -2.989
58 H 0.665 -0.532 -3.072
59 H 2.006 -1.925 -4.601
60 H 4.259 -2.687 -3.910
61 H 5.149 -2.033 -1.715
62 H 4.987 -0.965 0.322
63 H 3.375 -0.611 0.957
64 H 4.284 0.643 0.092
65 O 1.461 -3.705 0.165
66 S 0.456 -2.723 0.438
67 O -0.676 -3.221 1.247
68 O -0.120 -2.120 -0.816
69 O 1.050 -1.550 1.196